(1)
A 12-piece molecular cluster, C7H35NO11 overall in a non-equilibrium geometry. Source: the Open Molecules 2025 dataset; level of theory: ωB97M-V with the def2-TZVPD basis set.

Values from the calculation:
Gap between HOMO and LUMO in eV: 9.17
SMILES: C=CC(=C)C[C@H](C)N.O.O.O.O.O.O.O.O.O.O.O
2S+1: 1
Energy above the lowest of the compared OMol25 structures with the same formula, charge and spin in kJ/mol: 383.61
LUMO energy in eV: -0.094
Largest force on an atom in eV/Å: 8.2

Last column: Mulliken charge in e.
Geometry (Å):
C (3.254, 1.254, -2.456)  -0.577
C (2.937, 0.067, -2.899)  -1.007
C (2.332, -1.036, -2.111)  1.405
C (3.009, -2.189, -2.256)  -1.217
C (1.325, -0.690, -1.080)  0.275
C (0.541, -1.873, -0.414)  -0.640
C (-0.243, -2.453, -1.644)  -1.427
N (-0.282, -1.479, 0.743)  0.082
H (2.880, 1.512, -1.501)  0.222
H (3.813, 1.980, -2.934)  0.354
H (3.109, -0.240, -4.053)  0.141
H (2.942, -3.107, -1.603)  0.241
H (3.536, -2.433, -3.100)  0.408
H (0.680, 0.034, -1.566)  -0.562
H (1.810, -0.119, -0.162)  0.173
H (1.303, -2.432, 0.129)  0.693
H (-1.056, -1.805, -1.959)  0.233
H (-0.980, -3.379, -1.577)  0.293
H (0.329, -2.661, -2.498)  0.448
H (-0.694, -2.358, 1.062)  0.286
H (-1.128, -0.812, 0.511)  0.095
O (0.135, 1.299, -3.602)  -0.688
H (0.181, 0.649, -2.834)  0.484
H (1.059, 1.478, -3.586)  0.364
O (1.501, 1.964, 3.776)  -0.696
H (1.137, 1.082, 3.998)  0.384
H (1.628, 1.692, 2.839)  0.292
O (-2.918, 0.298, 1.473)  -0.652
H (-3.623, -0.279, 1.877)  0.277
H (-3.094, 0.360, 0.475)  0.409
O (-2.702, 0.336, -1.174)  -0.656
H (-2.169, 1.053, -0.939)  0.326
H (-3.543, 0.630, -1.551)  0.291
O (-0.091, -0.044, 3.605)  -0.569
H (-0.537, -0.467, 4.284)  0.246
H (-0.463, -0.269, 2.731)  0.294
O (-0.690, 1.865, 0.352)  -0.487
H (0.032, 1.249, 0.775)  0.119
H (-0.911, 2.232, 1.108)  0.321
O (-0.861, 3.097, 2.770)  -0.689
H (-0.023, 3.549, 3.159)  0.325
H (-0.939, 2.400, 3.523)  0.330
O (2.191, -2.775, 3.208)  -0.565
H (1.581, -2.162, 3.269)  0.269
H (2.862, -2.182, 3.555)  0.300
O (-2.630, 2.604, -3.038)  -0.545
H (-2.529, 3.458, -3.013)  0.241
H (-2.021, 2.222, -3.666)  0.289
O (0.524, -4.584, 0.113)  -0.585
H (0.538, -4.231, 1.010)  0.309
H (-0.347, -4.569, -0.218)  0.332
O (-3.900, 2.781, 1.511)  -0.680
H (-3.316, 3.150, 0.780)  0.305
H (-3.457, 1.910, 1.696)  0.386

(2)
One molecule with the formula CH5OPS2 in a non-equilibrium geometry. Source: the Open Molecules 2025 dataset; level of theory: ωB97M-V with the def2-TZVPD basis set.

Values from the calculation:
Gap between HOMO and LUMO (alpha / beta) in eV: 5.70 / 5.53
2S+1: 3
Energy above the lowest of the compared OMol25 structures with the same formula, charge and spin in kJ/mol: 29.41
LUMO energy (alpha / beta) in eV: 0.620 / -3.565
Largest force on an atom in eV/Å: 5.1

Last column: Löwdin spin population.
Geometry (Å):
C (-0.954, 0.106, 0.594)  0.062
O (1.101, 1.406, -0.744)  0.026
P (0.851, 0.408, 0.489)  0.392
S (1.631, 1.017, 2.127)  0.845
S (1.763, -1.448, -0.543)  0.635
H (-1.282, 0.043, -0.513)  0.003
H (-1.053, -0.742, 1.126)  0.002
H (-1.329, 0.992, 1.177)  0.009
H (0.933, 1.050, -1.550)  0.001
H (2.957, -1.425, 0.143)  0.024

no.,E (Eh)
1,-1169.9205
2,-1253.9517